1.
Below is the molecule C5H12N2O3, with properties calculated with ωB97M-V/def2-TZVPD.

The calculation puts the LUMO energy at 0.596 eV. The value obtained for the orbital gap is 9.36 eV. For the energy relative to the best compared isomer or geometry (same formula, charge and spin), the calculation gives 550.1 kJ/mol. As for the SMILES: CCNCCCO[N+](=O)[O-]. The HOMO energy comes out at -0.3219 Eh. For the total energy, the calculation gives -14497.80430 eV.

Each line ends with the Mulliken charge.
Atoms and positions in Å:
C -0.801826 -2.761497 -1.038484  -1.024
C -1.105258 -1.255319 -0.891757  -0.577
N -0.446486 -0.609706 0.266614  -0.167
C 0.979459 -0.456775 0.244825  -0.562
C 1.332701 0.763851 1.168497  -0.717
C 1.202010 2.116270 0.455669  -0.577
O 0.074463 2.217323 -0.467687  -0.284
N -1.228245 2.256367 0.156844  1.091
O -2.148665 2.190658 -0.596231  -0.589
O -1.222369 2.539735 1.346392  -0.542
H -1.269428 -3.384416 -0.251605  0.297
H -1.137103 -3.115849 -2.048206  0.349
H 0.325602 -2.916998 -1.016961  0.256
H -0.660624 -0.735099 -1.760561  0.284
H -2.158806 -1.092946 -0.897787  0.398
H -0.855042 -1.008216 1.136899  0.226
H 1.316134 -0.201541 -0.796589  0.341
H 1.562988 -1.373836 0.575190  0.351
H 0.665623 0.841700 1.999697  0.367
H 2.369855 0.726391 1.494223  0.361
H 1.206872 3.001838 1.150249  0.300
H 1.998144 2.258064 -0.229233  0.418

Forces on atoms 1 to 6 (eV/Å):
0.95 -0.17 -0.66
2.28 -0.26 -0.13
-2.21 -0.72 0.17
1.04 0.32 0.55
0.06 0.25 -1.34
-1.02 0.52 0.58


2.
Below is the molecule C5H12N2O3Si, with properties calculated with ωB97M-V/def2-TZVPD.

The calculation puts the LUMO energy at 0.322 eV. The value obtained for the orbital gap is 10.37 eV. For the energy relative to the best compared isomer or geometry (same formula, charge and spin), the calculation gives 0.0 kJ/mol. As for the SMILES: C[Si](C)(C)/C(C[N+](=O)[O-])=N\O. The HOMO energy comes out at -0.3693 Eh. For the total energy, the calculation gives -22376.60547 eV.

Each line ends with the Mulliken charge.
Atoms and positions in Å:
C 0.667822 1.921500 0.758371  -1.123
Si 0.775622 0.233329 -0.116781  0.370
C 2.345771 -0.663773 0.486192  -1.082
C 0.710337 0.394231 -2.009055  -1.043
C -0.752800 -0.803725 0.425644  0.602
C -1.927624 -0.131616 1.081143  -0.651
N -2.728372 0.516153 0.021764  0.987
O -2.166722 1.330058 -0.672243  -0.539
O -3.880773 0.184685 -0.086527  -0.590
N -0.918724 -2.044347 0.226856  -0.581
O 0.116521 -2.698523 -0.417697  -0.349
H 1.548225 2.510901 0.524022  0.355
H -0.196239 2.489001 0.429641  0.315
H 0.626593 1.826028 1.840392  0.339
H 3.227959 -0.075697 0.252104  0.322
H 2.331293 -0.821466 1.560779  0.325
H 2.455731 -1.632563 0.011986  0.294
H 1.580446 0.926344 -2.380896  0.351
H 0.687533 -0.580631 -2.486141  0.336
H -0.174480 0.942398 -2.317797  0.324
H -1.578233 0.647840 1.759261  0.316
H -2.570786 -0.851587 1.590218  0.353
H -0.179093 -3.618538 -0.481234  0.369

Forces on atoms 1 to 6 (eV/Å):
-0.03 -0.57 -0.37
0.39 0.06 -0.10
-0.56 0.29 -0.31
0.07 0.00 0.69
0.95 0.21 -0.43
0.32 -0.66 0.61